Entry 1:
Density functional theory data (ωB97M-V/def2-TZVPD) for a molecular structure, C18H15BeCl4N3O5SSi.

Strongest force on any atom ... 0.00560 Eh/bohr
E_HOMO ... -2.397 eV
Net charge ... -2
Total energy ... -3778.8710 Ha
LUMO level ... 3.7 eV
Kohn-Sham gap ... 6.1 eV

Each line ends with the natural charge from an NBO analysis.
Cartesian coordinates (Å):
Be: 0.0406 -0.0719 -0.0143  1.480
Cl: 5.8351 -1.5139 2.2119  -0.012
C: 4.3155 -0.7358 1.8963  -0.105
C: 3.9783 0.4283 2.5610  -0.114
Cl: 5.0698 1.1289 3.7156  -0.014
C: 2.7405 1.0488 2.3012  -0.140
Cl: 2.2866 2.5164 3.1124  -0.020
C: 1.8544 0.5072 1.3881  0.254
O: 0.6737 0.9876 1.0703  -0.913
C: 2.2038 -0.6957 0.6972  0.342
O: 1.2893 -1.1215 -0.1396  -0.916
C: 3.4239 -1.2957 0.9605  -0.176
Cl: 3.8223 -2.7539 0.1086  -0.012
C: -3.4012 -0.9032 -0.7374  -1.083
Si: -1.9725 -0.9992 0.5416  0.680
C: -2.7855 -0.3066 2.1315  -1.077
C: -1.8590 -2.8753 0.9126  -1.078
H: -4.3237 -1.3649 -0.3659  0.202
H: -3.1287 -1.4122 -1.6688  0.212
H: -3.6287 0.1373 -0.9959  0.213
H: -3.7180 -0.8245 2.3855  0.196
H: -3.0067 0.7604 2.0230  0.213
H: -2.0971 -0.4071 2.9767  0.219
H: -2.8231 -3.3111 1.2018  0.196
H: -1.1461 -3.0538 1.7240  0.219
H: -1.4872 -3.4179 0.0374  0.217
O: -1.6244 0.7919 -8.4762  -1.003
S: -1.7112 2.1879 -8.8490  2.393
O: -3.0573 2.6724 -9.1070  -1.011
O: -0.7091 2.6300 -9.8025  -1.010
C: -1.2617 3.1054 -7.3349  0.149
N: -1.1877 4.4349 -7.4638  -0.420
C: -0.8833 5.1084 -6.3681  0.069
C: -0.6498 4.4999 -5.1463  -0.302
C: -0.7547 3.1182 -5.1116  0.195
N: -1.0602 2.4289 -6.2104  -0.433
C: -0.5286 2.3317 -3.8651  -0.024
C: -0.6547 0.9444 -3.8754  -0.174
C: -0.4573 0.2407 -2.7039  0.053
N: -0.1349 0.8318 -1.5482  -0.585
C: 0.0017 2.1573 -1.5339  0.053
C: -0.1903 2.9351 -2.6593  -0.238
H: -0.8185 6.1883 -6.4682  0.179
H: -0.4018 5.0878 -4.2756  0.207
H: -0.9138 0.4452 -4.7991  0.255
H: -0.5563 -0.8372 -2.6615  0.218
H: 0.2750 2.5823 -0.5753  0.237
H: -0.0696 4.0051 -2.5755  0.210


Entry 2:
Density functional theory data (ωB97M-V/def2-TZVPD) for 2 unconnected molecules or ions with the total composition C18H15Cl2NO2 in a non-equilibrium geometry.

Strongest force on any atom ... 0.03580 Eh/bohr
Energy above the lowest of the compared OMol25 structures with the same formula, charge and spin ... 64.5 kcal per mole
E_HOMO ... -7.146 eV
Total energy ... -1820.4389 Ha
LUMO level ... -2.5 eV
Kohn-Sham gap ... 4.6 eV

Each line ends with the natural charge from an NBO analysis.
Cartesian coordinates (Å):
C: -1.0037 2.7836 0.6127  -0.242
C: -0.8397 4.2932 0.6493  -0.079
O: 0.5648 4.5325 0.6062  -0.531
C: 1.2098 3.3162 0.4095  0.833
O: 2.4319 3.3153 0.3008  -0.723
N: 0.3106 2.2937 0.3562  -0.709
H: -1.4024 2.4422 1.5855  0.158
H: -1.7095 2.4993 -0.1822  0.162
H: -1.3116 4.7498 -0.2277  0.162
H: -1.2495 4.7359 1.5614  0.173
Cl: 5.5807 -0.1711 3.5989  0.050
C: 4.3468 -0.1772 2.4159  0.010
C: 4.4482 0.6724 1.3000  -0.246
C: 3.4195 0.7037 0.3723  -0.048
C: 2.2779 -0.1313 0.4970  -0.186
C: 1.2104 -0.0674 -0.4639  0.141
C: 0.2098 -1.0308 -0.5843  -0.325
C: -0.7733 -0.9658 -1.5672  0.026
C: -1.9562 -1.7735 -1.5915  -0.137
C: -2.8256 -1.7517 -2.7190  -0.132
C: -3.9908 -2.5068 -2.7489  -0.236
C: -4.3217 -3.3146 -1.6459  -0.015
Cl: -5.7585 -4.2395 -1.6730  0.054
C: -3.4857 -3.3608 -0.5185  -0.224
C: -2.3225 -2.5961 -0.4883  -0.137
C: 2.2201 -1.0065 1.6152  -0.062
C: 3.2339 -1.0216 2.5703  -0.278
H: 5.3202 1.3098 1.1809  0.241
H: 3.4692 1.3953 -0.4645  0.260
H: 1.2446 0.7354 -1.2022  0.257
H: 0.2104 -1.8756 0.1113  0.208
H: -0.6263 -0.2557 -2.3855  0.221
H: -2.5554 -1.1247 -3.5705  0.225
H: -4.6521 -2.4809 -3.6114  0.239
H: -3.7579 -3.9893 0.3258  0.237
H: -1.6882 -2.6119 0.3985  0.222
H: 1.3473 -1.6480 1.7412  0.199
H: 3.1746 -1.6776 3.4355  0.232


Entry 3:
Density functional theory data (ωB97M-V/def2-TZVPD) for C18H15ClN2O3 in the gas phase in a non-equilibrium geometry.

Strongest force on any atom ... 0.09720 Eh/bohr
SMILES ... NC(=O)C[C@H]1C=c2ccc(OCc3cccc(Cl)c3)cc2=NC1=O
Energy above the lowest of the compared OMol25 structures with the same formula, charge and spin ... 79.0 kcal per mole
E_HOMO ... -8.129 eV
Total energy ... -1490.3028 Ha
LUMO level ... -1.5 eV
Kohn-Sham gap ... 6.6 eV

Each line ends with the natural charge from an NBO analysis.
Cartesian coordinates (Å):
N: -2.0777 -3.3858 -5.0566  -0.804
C: -2.2830 -2.9237 -3.8124  0.663
O: -2.8161 -3.7683 -3.0916  -0.647
C: -1.8097 -1.5502 -3.3475  -0.484
C: -2.5327 -1.0375 -2.0658  -0.394
C: -2.0055 -1.7499 -0.8748  0.079
C: -1.4437 -1.0268 0.1730  -0.224
C: -1.0003 -1.7625 1.2858  -0.098
C: -0.3864 -1.1191 2.3702  -0.283
C: -0.3304 0.2728 2.4095  0.381
O: 0.2095 0.9042 3.5306  -0.493
C: 0.8088 2.2130 3.3836  -0.084
C: 2.0039 2.1545 2.4737  -0.063
C: 2.2227 2.8945 1.3110  -0.188
C: 3.3808 2.7093 0.5250  -0.197
C: 4.3716 1.7950 0.9113  -0.229
C: 4.2424 1.1270 2.1204  -0.015
Cl: 5.4666 -0.0668 2.6175  -0.013
C: 3.0498 1.2820 2.8430  -0.213
C: -0.8195 0.9658 1.2892  -0.354
C: -1.3574 0.3578 0.1627  0.329
N: -1.8110 1.1234 -0.8165  -0.534
C: -2.3856 0.5002 -1.9068  0.634
O: -2.7436 1.2213 -2.8553  -0.587
H: -1.6903 -2.7842 -5.7485  0.385
H: -2.5675 -4.2497 -5.3244  0.419
H: -2.0703 -0.8452 -4.1619  0.261
H: -0.7287 -1.4804 -3.1755  0.243
H: -3.5955 -1.2548 -2.1375  0.281
H: -2.0248 -2.8445 -0.8577  0.238
H: -0.9568 -2.8379 1.3494  0.225
H: 0.0517 -1.6458 3.2108  0.232
H: 0.0678 2.9326 2.9877  0.192
H: 1.1380 2.6118 4.3523  0.220
H: 1.4850 3.6132 1.0094  0.217
H: 3.5173 3.2845 -0.3893  0.225
H: 5.2819 1.6827 0.3257  0.231
H: 2.9089 0.6504 3.7139  0.225
H: -0.7704 2.0370 1.2665  0.226


Entry 4:
Density functional theory data (ωB97M-V/def2-TZVPD) for C18H15N in the gas phase in a non-equilibrium geometry.

Strongest force on any atom ... 0.04025 Eh/bohr
SMILES ... C1=C2C(=C(c3ccccc3)c3ccccc32)CNC1
Energy above the lowest of the compared OMol25 structures with the same formula, charge and spin ... 0.0 kcal per mole
E_HOMO ... -7.788 eV
Total energy ... -749.6421 Ha
LUMO level ... -0.1 eV
Kohn-Sham gap ... 7.7 eV

Each line ends with the natural charge from an NBO analysis.
Cartesian coordinates (Å):
C: 2.5327 -1.7091 1.0446  -0.116
C: 1.3511 -1.2754 0.5221  -0.093
C: 0.9309 0.1131 0.5495  -0.024
C: -0.2674 0.1900 -0.1516  0.040
C: -1.0095 1.4258 -0.4330  -0.066
C: -1.4809 1.7414 -1.7271  -0.211
C: -2.1899 2.9708 -1.8894  -0.199
C: -2.3476 3.8797 -0.8281  -0.227
C: -1.7817 3.5743 0.4110  -0.193
C: -1.1756 2.3433 0.6306  -0.209
C: -0.6643 -1.1357 -0.6031  -0.094
C: -1.7814 -1.6550 -1.2583  -0.196
C: -1.9068 -3.0535 -1.4737  -0.217
C: -0.8861 -3.8960 -1.0219  -0.218
C: 0.2355 -3.3727 -0.4036  -0.210
C: 0.3192 -2.0182 -0.1761  0.026
C: 1.9193 1.1050 1.1732  -0.254
N: 2.6305 0.4253 2.2804  -0.609
C: 3.3978 -0.7621 1.8401  -0.266
H: 2.8359 -2.7487 1.0000  0.205
H: -1.2889 1.0673 -2.5682  0.225
H: -2.6675 3.2048 -2.8400  0.212
H: -2.9193 4.7984 -0.9996  0.217
H: -1.8703 4.2727 1.2300  0.211
H: -0.7521 2.1241 1.6065  0.213
H: -2.6067 -0.9765 -1.5725  0.218
H: -2.7917 -3.5125 -1.9194  0.218
H: -0.8757 -4.9889 -1.2012  0.213
H: 1.0270 -4.0594 -0.0912  0.208
H: 2.6613 1.4307 0.4243  0.208
H: 1.3949 1.9937 1.5076  0.215
H: 1.9850 0.1766 2.9950  0.355
H: 3.7935 -1.2798 2.7104  0.213
H: 4.2489 -0.3935 1.2327  0.207